(1)
Molecular formula: C14H42O14
Method: DFT, the ωB97M-V functional and the def2-TZVPD basis

Each line ends with the Mulliken charge.
Geometry (Å):
O (-6.351, -2.161, -2.102)  -0.55
C (-7.737, -1.831, -1.640)  -0.28
C (-7.685, -1.200, -0.218)  -0.39
O (-6.873, -2.021, 0.570)  -0.53
H (-6.342, -2.812, -2.808)  0.29
H (-8.303, -1.192, -2.318)  0.31
H (-8.299, -2.744, -1.444)  0.27
H (-8.664, -1.125, 0.255)  0.31
H (-7.178, -0.239, -0.317)  0.25
H (-6.079, -2.257, 0.084)  0.32
O (5.275, 2.066, 3.885)  -0.51
C (6.231, 2.333, 4.907)  -0.51
C (6.417, 3.847, 5.102)  -0.28
O (6.733, 4.537, 3.920)  -0.49
H (5.655, 2.189, 3.012)  0.31
H (6.055, 1.789, 5.835)  0.32
H (7.136, 1.878, 4.504)  0.28
H (7.114, 4.199, 5.863)  0.39
H (5.432, 4.135, 5.471)  0.19
H (7.305, 5.247, 4.223)  0.31
O (6.889, 6.246, -2.199)  -0.52
C (5.636, 5.894, -1.962)  -0.65
C (5.441, 4.308, -1.990)  -0.23
O (6.328, 3.730, -1.060)  -0.47
H (7.195, 7.017, -1.715)  0.33
H (5.483, 6.212, -0.931)  0.38
H (5.046, 6.487, -2.661)  0.31
H (5.578, 4.047, -3.039)  0.26
H (4.377, 4.138, -1.830)  0.26
H (6.751, 4.428, -0.555)  0.32
O (1.043, -9.503, 2.559)  -0.52
C (-0.126, -9.365, 1.818)  -0.28
C (0.011, -9.068, 0.293)  -0.49
O (0.571, -10.260, -0.360)  -0.49
H (0.867, -9.852, 3.436)  0.32
H (-0.866, -10.145, 2.001)  0.28
H (-0.367, -8.413, 2.290)  0.29
H (0.489, -8.114, 0.071)  0.32
H (-0.999, -8.998, -0.110)  0.28
H (1.498, -10.071, -0.197)  0.30
O (-3.305, 0.378, -9.688)  -0.50
C (-2.053, 0.106, -9.438)  -0.34
C (-1.235, 1.316, -8.800)  -0.35
O (-0.082, 0.879, -8.067)  -0.53
H (-3.602, -0.444, -10.086)  0.34
H (-2.070, -0.780, -8.804)  0.29
H (-1.537, -0.198, -10.349)  0.23
H (-1.844, 1.806, -8.040)  0.27
H (-0.935, 2.121, -9.471)  0.30
H (-0.370, 0.250, -7.401)  0.29
O (-0.195, -0.308, 1.636)  -0.55
C (-0.526, 0.064, 0.302)  -0.43
C (0.110, -0.976, -0.674)  -0.38
O (-0.528, -0.716, -1.877)  -0.50
H (0.748, -0.450, 1.750)  0.31
H (-1.571, 0.257, 0.061)  0.43
H (0.063, 0.942, 0.036)  0.25
H (-0.093, -1.987, -0.321)  0.25
H (1.197, -0.931, -0.741)  0.33
H (-1.481, -0.745, -1.759)  0.30
O (-1.989, 3.498, 5.553)  -0.51
C (-2.663, 2.931, 6.686)  -0.44
C (-3.941, 2.125, 6.204)  -0.28
O (-4.538, 2.873, 5.146)  -0.53
H (-1.272, 2.866, 5.458)  0.33
H (-1.993, 2.204, 7.144)  0.31
H (-2.796, 3.564, 7.563)  0.29
H (-4.539, 1.994, 7.106)  0.30
H (-3.600, 1.134, 5.906)  0.23
H (-4.042, 2.872, 4.324)  0.31

Atoms 1-6, force components in eV/Å:
O -1.55 1.15 1.04
C 0.32 -0.70 0.71
C 1.77 -0.24 -1.71
O -0.15 -0.54 1.21
H -0.48 -0.01 0.04
H 0.37 0.00 -0.30

Summary:
**SMILES**: OCCO.OCCO.OCCO.OCCO.OCCO.OCCO.OCCO

(2)
Molecular formula: C18H43N4O8P
Method: DFT, the ωB97M-V functional and the def2-TZVPD basis

Each line ends with the Mulliken charge.
Geometry (Å):
C (-6.089, -2.342, -0.714)  -0.95
C (-4.980, -1.223, -0.551)  -0.31
O (-3.901, -1.154, -1.467)  -0.35
P (-2.504, -2.010, -1.222)  0.56
O (-1.389, -1.603, -2.167)  -0.54
O (-2.928, -3.572, -1.382)  -0.17
C (-2.166, -4.662, -0.930)  0.02
C (-3.092, -5.807, -1.082)  -1.27
O (-2.220, -1.925, 0.399)  -0.20
C (-2.020, -0.619, 0.951)  -0.06
C (-2.005, -0.846, 2.512)  -1.44
H (-6.679, -1.965, -1.550)  0.29
H (-5.647, -3.308, -0.958)  0.21
H (-6.600, -2.247, 0.244)  0.33
H (-5.373, -0.216, -0.688)  0.49
H (-4.691, -1.119, 0.495)  0.13
H (-1.354, -4.685, -1.656)  0.17
H (-1.704, -4.636, 0.057)  0.32
H (-2.539, -6.734, -0.935)  0.44
H (-3.899, -5.709, -0.355)  0.28
H (-3.478, -5.725, -2.098)  0.28
H (-1.116, -0.107, 0.623)  0.30
H (-2.893, 0.015, 0.798)  0.32
H (-1.838, 0.148, 2.926)  0.39
H (-2.830, -1.401, 2.958)  0.37
H (-1.143, -1.467, 2.755)  0.35
C (1.549, 0.178, 2.430)  -0.69
N (1.865, 1.067, 1.332)  0.12
C (1.762, 2.619, 1.591)  -0.74
C (2.547, 0.729, 0.193)  0.63
O (2.808, -0.446, -0.111)  -0.63
H (1.854, -0.841, 2.191)  0.33
H (0.481, 0.195, 2.648)  -0.04
H (2.119, 0.430, 3.324)  0.40
H (2.390, 2.803, 2.463)  0.26
H (2.040, 3.105, 0.656)  0.25
H (0.722, 2.931, 1.691)  0.26
H (2.668, 1.635, -0.420)  -0.13
C (1.138, 1.426, 7.608)  -0.85
N (0.071, 2.157, 6.803)  0.17
C (0.463, 2.673, 5.469)  -1.02
C (-1.095, 2.498, 7.354)  0.13
O (-1.963, 3.108, 6.704)  -0.61
H (1.733, 2.159, 8.153)  0.34
H (1.783, 0.772, 7.020)  0.27
H (0.717, 0.796, 8.392)  0.32
H (0.596, 1.720, 4.958)  0.35
H (-0.355, 3.121, 4.905)  0.36
H (1.258, 3.353, 5.163)  0.29
H (-1.188, 2.078, 8.368)  0.26
C (3.242, 2.485, -3.657)  -0.61
N (3.368, 3.873, -3.669)  0.14
C (2.217, 4.644, -3.100)  -0.86
C (4.538, 4.448, -4.063)  0.16
O (4.829, 5.626, -4.073)  -0.58
H (2.828, 2.182, -2.695)  -0.06
H (4.194, 2.004, -3.883)  0.32
H (2.568, 2.263, -4.484)  0.32
H (1.351, 4.952, -3.685)  0.31
H (1.715, 4.133, -2.279)  0.20
H (2.560, 5.589, -2.679)  0.36
H (5.309, 3.696, -4.296)  0.28
C (1.369, -1.978, -3.103)  -0.61
N (1.909, -1.828, -4.495)  0.08
C (1.097, -2.192, -5.591)  -0.92
C (2.936, -0.960, -4.691)  0.04
O (3.702, -0.613, -3.817)  -0.56
H (0.860, -1.086, -2.738)  0.31
H (2.208, -2.175, -2.436)  0.35
H (0.683, -2.824, -3.057)  0.07
H (1.500, -2.375, -6.587)  0.29
H (0.514, -3.014, -5.176)  0.26
H (0.527, -1.291, -5.816)  0.41
H (3.090, -0.910, -5.780)  0.30

Atoms 1-6, force components in eV/Å:
C 1.78 2.23 -0.48
C -1.17 0.63 0.61
O 2.58 -2.02 0.07
P 0.71 0.01 -1.15
O -2.67 -0.52 2.38
O -0.88 3.35 0.95

Summary:
**SMILES**: CCOP(=O)(OCC)OCC.CN(C)C=O.CN(C)C=O.CN(C)C=O.CN(C)C=O

(3)
Molecular formula: C4H6NO
Method: DFT, the ωB97M-V functional and the def2-TZVPD basis

Each line ends with the Mulliken charge.
Geometry (Å):
C (0.454, 0.110, 1.032)  -0.39
C (-0.565, -0.184, 1.958)  0.46
C (-0.455, -0.268, -1.315)  -0.61
C (-0.063, 0.730, -0.333)  0.24
N (0.826, 0.385, -1.347)  -0.51
O (-1.431, -0.483, 2.628)  -0.05
H (0.776, -0.963, 0.710)  0.30
H (-0.551, -1.348, -1.114)  0.24
H (-1.202, -0.067, -2.154)  0.26
H (-0.667, 1.713, -0.389)  0.39
H (1.266, 0.606, 1.572)  0.38
H (1.613, -0.229, -1.248)  0.28

Atoms 1-6, force components in eV/Å:
C 0.15 -1.29 -1.04
C -2.75 -0.86 1.74
C -1.98 -1.64 -2.37
C -1.07 1.07 1.97
N 0.08 0.49 -2.34
O 1.99 0.80 -1.45

Summary:
**Net charge**: +1

(4)
Molecular formula: C17H31Cl4N6NaO8P2
Method: DFT, the ωB97M-V functional and the def2-TZVPD basis

Each line ends with the Mulliken charge.
Geometry (Å):
Na (-0.009, 0.306, 0.293)  0.96
C (-3.159, -3.242, -0.327)  -0.94
N (-3.260, -2.090, -1.230)  0.29
C (-3.065, -2.474, -2.621)  -0.42
P (-2.837, -0.640, -0.572)  0.70
O (-1.999, -0.706, 0.630)  -1.13
O (-2.225, 0.122, -1.856)  0.54
P (-0.967, 0.845, -2.521)  0.49
O (0.315, 0.824, -1.813)  -1.16
N (-0.871, 0.003, -3.952)  0.68
C (-1.954, 0.111, -4.904)  -1.11
C (0.437, -0.198, -4.556)  -1.00
N (-1.533, 2.381, -2.789)  0.31
C (-0.644, 3.503, -2.458)  -0.97
C (-2.930, 2.730, -2.579)  -0.61
N (-4.245, 0.164, -0.274)  0.38
C (-5.306, 0.184, -1.254)  -1.03
C (-4.378, 1.136, 0.801)  -0.91
H (-3.947, -3.959, -0.579)  0.33
H (-3.290, -2.922, 0.706)  0.36
H (-2.181, -3.717, -0.438)  0.18
H (-3.862, -3.172, -2.898)  0.41
H (-2.094, -2.960, -2.753)  0.03
H (-3.128, -1.606, -3.271)  0.03
H (-2.895, 0.319, -4.396)  0.21
H (-2.065, -0.832, -5.448)  0.37
H (-1.780, 0.915, -5.633)  0.27
H (1.194, -0.194, -3.777)  0.16
H (0.672, 0.586, -5.290)  0.26
H (0.461, -1.168, -5.060)  0.34
H (0.386, 3.159, -2.410)  0.34
H (-0.919, 3.923, -1.486)  0.23
H (-0.734, 4.269, -3.237)  0.29
H (-3.590, 1.921, -2.890)  0.08
H (-3.168, 3.611, -3.182)  0.38
H (-3.111, 2.969, -1.523)  0.10
H (-5.137, -0.585, -2.008)  0.22
H (-5.381, 1.159, -1.750)  0.29
H (-6.269, -0.024, -0.772)  0.36
H (-3.538, 1.050, 1.479)  0.05
H (-5.308, 0.947, 1.350)  0.33
H (-4.389, 2.162, 0.417)  0.31
N (-1.200, 1.809, 2.992)  -0.70
N (-1.936, 2.851, 2.396)  -0.09
C (-1.890, 3.108, 1.003)  -0.14
O (-2.353, 4.213, 0.637)  -0.85
O (-1.435, 2.180, 0.284)  0.08
H (-1.575, 0.933, 2.643)  0.35
H (-0.231, 1.841, 2.685)  0.23
H (-2.014, 3.670, 2.972)  0.25
Cl (7.295, 2.375, 2.498)  -0.30
C (5.649, 1.837, 2.233)  0.56
C (5.352, 1.039, 1.137)  -0.75
C (4.051, 0.627, 0.944)  0.49
Cl (3.681, -0.367, -0.433)  -0.15
C (2.947, 0.964, 1.800)  -0.72
O (1.768, 0.569, 1.597)  -0.61
C (3.359, 1.785, 2.899)  0.67
Cl (2.126, 2.264, 4.033)  -0.26
C (4.655, 2.212, 3.118)  -0.82
H (6.120, 0.741, 0.438)  0.40
H (4.877, 2.834, 3.974)  0.39
Cl (2.514, -4.101, -3.339)  -0.30
C (1.840, -3.059, -2.025)  0.11
C (0.319, -3.234, -1.787)  0.20
O (-0.185, -4.358, -1.955)  -0.75
O (-0.218, -2.178, -1.379)  -0.32
H (2.066, -2.035, -2.300)  -0.25
H (2.391, -3.324, -1.127)  0.31

Atoms 1-6, force components in eV/Å:
Na 0.33 -0.04 0.37
C 0.01 0.13 -0.05
N -0.11 -0.16 0.11
C 0.07 0.07 0.06
P 0.04 -0.17 -0.41
O -0.02 0.06 0.23

Summary:
**Net charge**: -2

Number 1: frontier orbital gap 10.07 eV. Number 2: frontier orbital gap 8.93 eV. Number 3: frontier orbital gap 8.64 eV. Number 4: frontier orbital gap 6.31 eV.